The following is a DFT calculation (ωB97M-V/def2-TZVPD) of a cluster of 2 separate species, C6H14NO in total.

Properties
Max |F| ... 4.21 eV Å⁻¹
LUMO energy ... -5.4006 eV
HOMO ... -12.836 eV
Energy above the lowest of the compared OMol25 structures with the same formula, charge and spin ... 355.83 kJ/mol
Charge ... +1
Electronic energy ... -9976.5570 eV
HOMO-LUMO gap ... 7.43 eV
Molecular weight ... 116.184 g mol⁻¹

```
22
Properties=species:S:1:pos:R:3:forces:R:3:mulliken_charge:R:1
C 2.0330 -1.4482 -0.0545 0.630 -1.796 2.291 -0.24
C -2.3534 0.4096 -0.9436 0.748 0.527 -0.508 -1.48
C -1.5196 -0.6224 1.1638 2.698 -2.998 1.222 -1.04
C -0.3958 1.4240 0.3579 -1.035 1.238 -2.202 -1.37
C 1.7706 -0.6003 -0.9930 0.142 2.796 -2.417 -0.29
C -1.2881 0.3637 0.1070 -2.025 1.349 0.897 1.32
N 1.9207 0.8366 -0.7753 -0.430 -1.647 -0.705 -0.56
O 2.3635 -1.1421 1.2927 -0.126 0.570 -2.340 -0.48
H 2.0783 -2.4949 -0.2988 -0.251 -0.359 0.105 0.36
H -2.4981 -0.5274 -1.4040 0.362 -1.754 -0.473 0.47
H -3.3785 0.4787 -0.5371 0.535 0.741 0.362 0.39
H -2.1514 1.0609 -1.7997 -0.204 0.434 0.598 0.38
H -0.5057 -1.3072 1.2835 -2.335 1.609 -0.466 0.14
H -1.5594 -0.2077 2.1957 -0.179 0.152 -0.816 0.33
H -2.3253 -1.3599 1.0040 0.313 0.622 -0.094 0.39
H 0.1429 1.4667 1.2260 1.035 -0.607 2.555 0.53
H -0.7609 2.4484 0.1765 -0.641 -0.363 -0.316 0.43
H 0.4773 1.5998 -0.4015 -0.128 -1.201 -0.324 0.43
H 1.5550 -0.9656 -2.0130 0.179 0.391 0.714 0.37
H 1.6472 -1.5610 1.7491 -0.340 -0.473 1.141 0.36
H 2.2899 0.8300 0.1574 0.827 1.047 0.324 0.29
H 2.4579 1.3185 -1.4930 0.226 -0.278 0.451 0.25
```
Positions in Å, forces in eV/Å.

---

The following is a DFT calculation (ωB97M-V/def2-TZVPD) of a structure of composition C24H27F5N7O2SSeTa.

Properties
Max |F| ... 1.32 eV Å⁻¹
LUMO energy ... -6.2829 eV
HOMO ... -12.441 eV
Energy above the lowest of the compared OMol25 structures with the same formula, charge and spin ... 8.33 kJ/mol
Charge ... +2
Electronic energy ... -131163.2990 eV
HOMO-LUMO gap ... 6.16 eV
Molecular weight ... 832.492 g mol⁻¹

```
68
Properties=species:S:1:pos:R:3:forces:R:3:mulliken_charge:R:1
Ta 0.0831 0.8523 -0.7926 -0.218 -0.110 -1.294 0.05
N -1.5528 -0.9734 -0.5430 0.201 0.139 -0.115 -0.49
C -2.1259 -0.9825 0.8098 -0.186 -0.113 0.283 0.24
C -1.3042 -1.9494 1.6796 -0.001 0.003 -0.065 -0.37
C -1.6463 -2.0120 3.1659 0.030 0.020 0.030 -1.17
C -3.0872 -2.4247 3.4998 -0.079 -0.065 -0.044 -0.83
N -3.9062 -1.2523 3.8063 0.089 0.122 -0.046 0.07
C -4.7409 -1.1218 4.8229 -0.083 -0.033 -0.036 0.89
N -5.1985 0.0940 5.1343 -0.007 0.011 0.012 -0.35
N -5.1494 -2.1727 5.5355 0.032 -0.006 0.026 -0.38
C -2.0486 0.4329 1.3707 0.361 0.063 -0.348 0.40
O -2.7342 0.8312 2.2861 -0.176 -0.130 0.086 -0.84
O -1.1492 1.1590 0.7617 -0.076 0.190 0.790 -0.55
H -2.2618 -0.8527 -1.2604 -0.056 -0.056 0.084 0.37
H -1.0829 -1.8564 -0.7257 0.045 0.080 -0.108 0.15
H -3.1824 -1.2695 0.8001 0.078 -0.061 -0.023 0.43
H -0.2492 -1.6738 1.5824 -0.002 -0.003 -0.026 -0.31
H -1.4029 -2.9461 1.2383 -0.027 0.000 0.033 0.56
H -1.4324 -1.0556 3.6478 0.009 -0.026 0.011 0.49
H -0.9651 -2.7311 3.6206 -0.007 -0.020 -0.026 0.45
H -3.0815 -3.0909 4.3619 0.030 0.060 0.018 0.51
H -3.5397 -2.9740 2.6691 0.031 -0.046 0.037 0.36
H -3.6665 -0.4076 3.2781 0.019 -0.017 0.047 0.14
H -4.8227 0.9119 4.6847 0.012 -0.005 0.016 0.18
H -5.9043 0.2255 5.8376 -0.017 0.002 -0.023 0.19
H -4.9249 -3.1120 5.2603 -0.033 0.017 -0.016 0.19
H -5.7264 -2.0544 6.3505 0.020 0.003 0.003 0.22
S -1.1816 0.9131 -3.0716 0.014 0.054 -0.107 -0.58
C -1.5643 2.5391 -2.7531 0.040 -0.064 -0.046 0.29
N -2.2901 3.3119 -3.5948 0.005 -0.031 -0.059 0.03
C -2.5649 4.6089 -3.3237 0.056 0.026 0.114 -0.08
C -2.1008 5.1616 -2.1653 -0.008 -0.084 -0.094 -0.89
C -1.3435 4.3311 -1.3268 0.082 0.106 0.032 0.02
N -1.0899 3.0715 -1.6203 -0.032 -0.283 0.051 0.00
H -2.6185 2.8997 -4.4615 0.009 -0.007 0.030 0.28
H -3.1466 5.1395 -4.0634 -0.013 0.034 -0.003 0.44
H -2.2975 6.1923 -1.9199 -0.002 0.025 0.015 0.44
H -0.9145 4.6971 -0.4011 -0.006 0.008 0.025 0.49
F 6.1569 1.9700 -3.4156 0.008 -0.004 -0.013 -0.28
C 5.1633 2.0769 -2.5517 -0.039 0.004 0.040 0.74
C 5.4278 2.2567 -1.2016 -0.107 -0.013 -0.028 0.18
F 6.6796 2.3237 -0.7829 0.027 0.003 0.015 -0.27
C 4.3795 2.3591 -0.2952 0.131 -0.014 -0.127 0.38
F 4.6699 2.5289 0.9898 -0.040 0.007 0.043 -0.36
C 3.0624 2.2845 -0.7130 -0.132 0.021 0.015 0.03
Se 1.5832 2.4773 0.4755 0.139 0.123 0.221 -0.20
C 2.8395 2.1036 -2.0617 0.229 -0.055 -0.118 0.36
F 1.5431 1.9982 -2.5144 -0.033 0.009 0.165 -0.03
C 3.8494 1.9970 -2.9940 -0.033 -0.015 0.104 -0.37
F 3.5768 1.8074 -4.2796 -0.015 -0.009 -0.024 -0.33
C 1.3902 -1.6096 -3.6568 -0.011 0.048 -0.002 -0.90
C 2.2703 -2.0597 -2.5270 0.156 -0.201 -0.133 0.81
C 3.2101 -3.0638 -2.7149 0.005 0.017 0.066 -1.10
C 4.0355 -3.4700 -1.6751 -0.036 0.048 -0.008 -0.89
C 3.9266 -2.8757 -0.4284 -0.068 0.027 -0.009 -0.98
C 2.9978 -1.8668 -0.1927 0.146 -0.202 0.019 0.77
C 2.9146 -1.2150 1.1573 -0.057 0.041 0.020 -0.93
C 2.1794 -1.4795 -1.2580 -0.345 0.629 0.149 0.49
N 1.2524 -0.4435 -1.0673 -0.136 -0.203 0.382 1.18
H 1.6255 -2.1557 -4.5670 0.011 -0.023 -0.017 0.45
H 1.5150 -0.5442 -3.8639 -0.001 0.014 0.012 0.17
H 0.3328 -1.7789 -3.4356 -0.032 0.000 0.015 0.17
H 3.2992 -3.5266 -3.6884 0.012 -0.022 -0.032 0.43
H 4.7677 -4.2478 -1.8394 0.012 -0.025 -0.008 0.43
H 4.5725 -3.1916 0.3806 0.023 -0.020 0.009 0.49
H 3.2488 -1.9002 1.9344 0.029 -0.012 0.004 0.49
H 1.8997 -0.8886 1.3945 0.032 -0.008 -0.006 -0.11
H 3.5457 -0.3256 1.2115 -0.006 0.030 -0.019 0.12
```
Positions in Å, forces in eV/Å.